(1)
The following is a quantum chemistry calculation of a molecular structure, C37H34BClF10N2OPRu at a distorted geometry, from the OMol25 dataset.

XYZ file:
```
88
Properties=species:S:1:pos:R:3:forces:R:3
Ru -0.610154 0.421456 -0.172161 -0.4569 0.8727 0.7622
C -4.525117 -3.582179 -0.327194 -0.0090 -0.0021 -0.0254
C -3.759939 -3.020735 -1.529245 0.0508 -0.1742 0.0659
C -2.291104 -3.397890 -1.514971 -0.0714 0.0903 0.1056
C -1.995014 -4.760054 -1.525714 0.0196 -0.0298 -0.0505
C -0.701988 -5.232138 -1.405838 0.0009 -0.0211 0.0022
C 0.341294 -4.329900 -1.298570 -0.0263 -0.0040 -0.0694
C 0.094768 -2.967175 -1.344939 0.0218 0.0287 -0.1280
C 1.234401 -2.011084 -1.399569 0.2758 -0.0819 -0.2541
C 1.769447 -1.831494 -2.820975 0.0027 -0.0675 0.0381
C -1.214572 -2.494870 -1.446744 -0.2403 0.1431 0.0826
N -1.431064 -1.062891 -1.465865 0.6442 0.0219 0.4713
C -2.219839 -0.554064 -2.366438 0.0607 -0.1978 -0.2088
C -2.546191 0.791494 -2.254038 -0.1342 0.1854 -0.4191
C -3.474845 1.628154 -2.874044 -0.1236 0.2212 0.1053
C -3.457983 2.815602 -2.140894 -0.0296 -0.1382 -0.0663
C -2.508807 2.655887 -1.122668 -0.0187 0.0416 0.1833
N -1.960153 1.441136 -1.205354 0.0367 0.4388 -0.2793
H -5.591944 -3.378824 -0.431603 0.0222 0.0143 0.0232
H -4.185096 -3.120331 0.598816 -0.0185 -0.0409 -0.0204
H -4.392819 -4.660226 -0.232072 -0.0208 0.0158 -0.0144
H -3.895897 -1.948080 -1.538061 -0.0610 0.0337 -0.0871
H -4.207450 -3.416159 -2.445870 0.0134 0.0579 -0.0405
H -2.810103 -5.467005 -1.629878 -0.0067 0.0298 0.0682
H -0.508640 -6.297302 -1.396244 -0.0110 0.0138 -0.0015
H 1.364438 -4.676066 -1.209483 -0.0151 0.0161 0.0165
H 2.036989 -2.343542 -0.749729 -0.0160 0.0981 0.0894
H 0.881329 -1.054022 -1.019237 0.4419 0.1413 -0.0076
H 2.255792 -2.747085 -3.162746 -0.0400 0.0047 -0.0136
H 2.508332 -1.026610 -2.855044 -0.0089 -0.0217 -0.0182
H 0.958754 -1.606696 -3.518223 0.0318 -0.0605 -0.0053
H -2.621411 -1.166006 -3.168220 0.0146 -0.0858 0.0783
H -4.093019 1.372144 -3.720349 -0.0067 0.0413 0.0304
H -4.052340 3.700530 -2.302411 -0.0242 -0.0370 -0.0126
H -2.237376 3.349022 -0.339842 0.0240 -0.0379 -0.0195
Cl 0.219031 2.263519 1.590736 -0.0098 -0.0871 -0.2461
C 0.465411 3.703126 0.659248 0.0629 0.0412 0.0234
C 0.394917 4.931660 1.295537 0.0010 0.0071 0.0731
C 0.695930 6.075049 0.575911 0.0300 0.0054 -0.0378
C 1.093185 5.983898 -0.753681 0.0057 -0.0042 0.0326
C 1.148691 4.747863 -1.373424 0.0072 -0.0009 0.0325
C 0.791417 3.590263 -0.681092 -0.0921 -0.0673 -0.1062
P 0.810759 1.961479 -1.501310 -0.0324 -0.3084 -0.5546
C 2.592511 1.776652 -1.814576 0.0016 -0.1008 0.0487
C 3.194624 2.169937 -3.010717 0.0433 -0.0164 0.0361
C 4.572424 2.088270 -3.145648 -0.0307 -0.0079 0.0118
C 5.350667 1.611794 -2.097866 -0.0038 0.0166 -0.0259
C 4.753459 1.230404 -0.906204 0.0110 -0.0195 0.0376
C 3.377115 1.317115 -0.760936 -0.0077 0.0041 -0.0145
C 0.119490 2.246457 -3.164643 0.0294 -0.1468 -0.0009
C 0.340621 1.225990 -4.093349 0.0291 0.0408 -0.0325
C -0.165632 1.316088 -5.378015 -0.0117 -0.0172 0.0284
C -0.908807 2.429520 -5.751414 -0.0160 -0.0219 0.0029
C -1.148445 3.435189 -4.831142 0.0166 0.0244 0.0059
C -0.641885 3.344628 -3.540208 0.0945 0.0533 -0.0375
H 0.117401 4.981759 2.339755 0.0230 -0.0058 -0.0086
H 0.646634 7.039365 1.064312 -0.0179 -0.0077 -0.0116
H 1.358520 6.876109 -1.304914 0.0160 -0.0121 0.0097
H 1.482341 4.671548 -2.400837 -0.0550 0.0145 -0.0076
H 2.598222 2.535353 -3.836182 -0.0004 0.0047 0.0122
H 5.037279 2.400497 -4.072035 0.0028 -0.0265 -0.0009
H 6.424652 1.539329 -2.213764 -0.0098 0.0078 0.0078
H 5.351091 0.859053 -0.084165 -0.0135 -0.0074 -0.0095
H 2.923213 1.018141 0.173166 -0.0074 -0.0311 0.0528
H 0.939657 0.369396 -3.815079 -0.0425 0.0190 0.0030
H 0.015798 0.515921 -6.084611 0.0253 0.0247 -0.0033
H -1.298132 2.510479 -6.758133 -0.0178 -0.0105 0.0098
H -1.740020 4.297575 -5.110732 0.0099 -0.0010 0.0070
H -0.841683 4.139705 -2.837403 -0.0452 -0.0067 0.0032
F 1.789795 -1.942694 2.761948 -0.0476 0.0733 -0.0349
B 1.952182 -0.885631 1.907874 0.1500 -0.0442 0.2151
F 0.582385 -0.659970 1.286682 -0.0065 -0.1134 -0.3351
F 2.287387 0.302101 2.537170 -0.0929 -0.1004 -0.0998
F 2.839086 -1.164561 0.874680 -0.0969 0.0659 0.1206
C -2.385457 -1.496383 1.955474 0.0460 0.0881 0.0307
C -2.855882 -0.045398 1.894458 -0.0550 -0.0792 -0.0301
O -2.028341 0.802309 1.186104 -0.3806 -0.9710 0.3798
C -4.268004 0.003599 1.261901 0.0089 0.1580 0.0357
F -4.755343 1.245752 1.185790 -0.0107 -0.0068 0.0325
F -4.211730 -0.468830 0.003084 0.0200 0.0500 -0.0616
F -5.172182 -0.748047 1.913732 0.0206 -0.0103 -0.0129
C -2.917575 0.521055 3.331678 0.1579 0.1139 0.0068
F -3.237801 1.821698 3.350045 -0.0049 -0.0094 0.0164
F -3.807694 -0.122352 4.103417 0.0025 -0.0430 0.0244
F -1.717325 0.400656 3.919265 -0.0193 0.0246 -0.0197
H -2.289781 -1.873328 0.938441 -0.0130 -0.0493 0.0050
H -3.085900 -2.122429 2.506583 0.0098 -0.0039 0.0087
H -1.408044 -1.536749 2.431346 -0.0058 -0.0093 -0.0033
```
Forces are in eV/Å.

For the total energy, the calculation gives -3535.3183 hartree. The value obtained for the lowest unoccupied orbital energy (alpha / beta) is -1.00 / -1.49 eV. The spin multiplicity is 2. The orbital gap (alpha / beta) is 7.2 / 6.8 eV.

(2)
The following is a quantum chemistry calculation of C5H11N3 in the gas phase, from the OMol25 dataset.

XYZ file:
```
19
Properties=species:S:1:pos:R:3:forces:R:3
C 1.945781 1.074780 0.385572 -0.0032 -0.0732 -0.0483
N 0.684651 0.523651 0.826856 -0.3727 -0.0055 -0.1961
C 0.212286 -0.590254 0.213652 0.0453 0.2202 0.0005
C 1.034900 -1.789097 -0.166308 0.0447 0.0284 -0.0059
C -1.144906 -0.421439 0.038488 0.0994 0.0548 0.0157
N -2.218600 -1.332958 0.168083 -0.0623 -0.0320 0.0134
C -1.363700 0.995758 0.257633 0.2347 -0.1172 -0.0712
N -1.222443 1.923114 -0.726788 0.1646 -0.0410 0.1496
H 2.390738 1.683362 1.175465 -0.0175 -0.0404 -0.0353
H 1.790084 1.738698 -0.487169 -0.0019 -0.0421 0.0645
H 2.681262 0.319995 0.075675 -0.0614 0.0105 0.0268
H 1.597285 -1.611163 -1.087383 -0.0403 0.0085 0.0438
H 0.385055 -2.647642 -0.347137 0.0139 0.0448 0.0076
H 1.750569 -2.051052 0.616852 -0.0461 0.0325 -0.0294
H -1.974712 -2.212258 0.601537 -0.0020 0.0620 -0.0300
H -2.754848 -1.491756 -0.674320 0.0843 0.0033 0.0587
H -2.016471 1.326255 1.068081 0.0080 0.0195 -0.0196
H -1.170703 2.894234 -0.449959 -0.0310 -0.1039 -0.0024
H -0.606227 1.667772 -1.488829 -0.0565 -0.0292 0.0575
```
Forces are in eV/Å.

For the energy above the lowest of the compared OMol25 structures with the same formula, charge and spin, the calculation gives 66.2 kcal/mol. As for the structure (SMILES): C/N=C(C)/C(N)=C\N. For the total energy, the calculation gives -361.2839 hartree. The value obtained for the lowest unoccupied orbital energy is 1.02 eV. The orbital gap is 7.9 eV.

(3)
The following is a quantum chemistry calculation of C2H3ClNOP in the gas phase at a distorted geometry, from the OMol25 dataset.

XYZ file:
```
9
Properties=species:S:1:pos:R:3:forces:R:3
C 1.552778 -0.332632 0.750959 -3.7566 2.6537 -4.7262
C -0.930023 0.822312 0.058847 -0.9716 0.8217 -1.1573
N 2.468024 -0.467620 1.431290 2.9628 -1.2538 2.5724
O 0.726408 -0.273905 -1.802364 2.0710 1.1052 -4.4747
P 0.164870 -0.500816 -0.472339 0.8712 -0.4253 8.0105
Cl -0.450471 -2.396367 -0.124140 -1.8197 -2.8772 -0.3715
H -1.941788 0.559458 -0.341075 0.6601 0.1914 0.0283
H -1.135257 1.006354 1.176379 1.2079 -0.0588 -1.8442
H -0.454543 1.583217 -0.677556 -1.2251 -0.1568 1.9627
```
Forces are in eV/Å.

For the energy above the lowest of the compared OMol25 structures with the same formula, charge and spin, the calculation gives 63.5 kcal/mol. For the total energy, the calculation gives -1009.3384 hartree. The value obtained for the lowest unoccupied orbital energy (alpha / beta) is 0.30 / -5.81 eV. The spin multiplicity is 3. The orbital gap (alpha / beta) is 5.5 / 5.9 eV.

(4)
The following is a quantum chemistry calculation of 5 unconnected molecules or ions with the total composition C17H19Cl4N3 at a distorted geometry, from the OMol25 dataset.

XYZ file:
```
43
Properties=species:S:1:pos:R:3:forces:R:3
N -5.889896 -2.463397 1.837557 0.1148 1.1139 -0.3959
C -5.267977 -3.139835 0.884317 -0.7792 -2.6487 -0.8476
C -5.928312 -3.778899 -0.193505 -0.0479 2.2069 -0.1187
C -7.252945 -3.353152 -0.501420 1.9582 -2.1520 -0.2382
C -7.850497 -2.595933 0.430843 -0.6629 1.9131 1.5015
C -7.141225 -2.134525 1.553863 -0.5379 -0.7235 0.0148
H -4.245404 -3.467565 0.999817 0.2847 0.4648 0.4961
H -5.279845 -4.367841 -0.825200 -0.3716 -0.1884 -0.2906
H -7.813143 -3.702126 -1.356283 0.1616 -0.1342 -0.1554
H -8.876077 -2.272442 0.331160 -0.1053 0.0403 -0.1097
H -7.667880 -1.540084 2.285770 -0.0222 0.1032 0.1645
N 5.649269 -1.296361 -2.207049 -1.0769 -0.4168 0.7296
C 6.291549 -0.513301 -1.296005 0.6996 2.2720 -0.0023
C 5.773978 0.646222 -0.709500 -0.9597 -1.1976 -0.3079
C 4.391589 0.885927 -0.834803 -1.3342 0.4525 -0.7855
C 3.629820 0.097955 -1.785324 1.9635 -1.4728 -0.2736
C 4.300335 -1.000820 -2.347194 0.0908 0.9416 0.5321
H 7.364579 -0.622490 -1.240393 0.3459 -0.3940 0.0687
H 6.258556 1.442187 -0.163591 0.9730 -0.4985 0.2377
H 3.958002 1.803644 -0.465743 -0.0125 0.2102 0.1375
H 2.640338 0.363550 -2.127056 -0.1552 -0.1334 0.3010
H 3.798668 -1.761687 -2.926677 -0.4427 0.2265 -0.4795
N -0.240415 2.683641 0.070573 1.2712 1.8833 -0.3401
C 0.462992 3.268479 -0.988052 -1.9260 -0.1991 1.6737
C 0.881793 4.594132 -0.981576 -0.0361 -1.0940 -0.4251
C 0.765409 5.356145 0.172184 0.2382 -0.0276 -0.0104
C 0.181520 4.788175 1.273369 -0.6409 -2.0751 0.3987
C -0.344225 3.449484 1.176707 0.6483 0.8934 -1.4934
H 0.485994 2.659459 -1.879668 0.3558 -0.0600 -0.0227
H 1.303147 4.967485 -1.903235 0.1725 0.2287 0.0949
H 1.172369 6.356061 0.202777 -0.0526 0.1231 0.0295
H 0.151734 5.244399 2.251826 -0.1297 0.3505 -0.0979
H -0.919882 3.033888 1.990531 0.1068 -0.1151 0.1925
C 3.966994 -1.856079 2.090807 -0.8316 0.3693 -0.5595
Cl 2.315963 -1.238275 2.438762 -0.2135 -0.0860 0.0900
Cl 3.890602 -3.313161 1.063723 0.1964 0.3228 0.6160
H 4.393496 -1.058035 1.483088 0.4470 -0.2004 0.1977
H 4.376449 -2.016115 3.088224 0.3799 -0.2719 -0.5674
C -0.725330 -0.726895 -0.049632 0.5202 0.0895 -0.6437
Cl 0.417500 -1.082851 -1.384396 -0.4382 0.1156 0.3390
Cl -2.202627 -1.720188 -0.185990 0.1875 0.0622 0.2473
H -0.154459 -0.937635 0.854691 -0.4990 -0.0854 -0.0053
H -1.022508 0.318861 -0.128296 0.1599 -0.2088 0.1074
```
Forces are in eV/Å.

For the energy above the lowest of the compared OMol25 structures with the same formula, charge and spin, the calculation gives 17.6 kcal/mol. For the total energy, the calculation gives -2664.1347 hartree. The value obtained for the lowest unoccupied orbital energy (alpha / beta) is 2.34 / 2.33 eV. The net charge is -1. The spin multiplicity is 2. The orbital gap (alpha / beta) is 2.1 / 6.5 eV.

(5)
The following is a quantum chemistry calculation of a molecular structure, C23H29N3O2P2Ru at a distorted geometry, from the OMol25 dataset.

XYZ file:
```
60
Properties=species:S:1:pos:R:3:forces:R:3
Ru 0.125894 0.585062 0.225429 -1.6166 1.0053 -0.8246
O -6.122705 -1.362900 -3.714890 -1.1062 -0.2515 1.3892
C -5.444140 -1.209262 -4.623178 0.0095 0.0009 0.0234
O -4.735852 -1.048893 -5.506247 1.0653 0.2407 -1.4459
C -3.225366 -0.505418 -2.814384 0.1234 -0.0022 -0.4286
C -2.002455 -0.191596 -3.325253 0.7618 0.1447 0.2043
C -0.976637 0.047704 -2.395381 -0.1650 -0.0700 -1.1037
N -1.254869 -0.053800 -1.061732 0.6113 -0.1133 0.6285
C -2.502475 -0.327842 -0.586296 -1.2780 -0.3376 -0.6225
C -3.543249 -0.583889 -1.487741 0.4624 0.1398 1.4410
C -2.618567 -0.247816 0.847589 -0.1973 -0.0386 0.4476
C -3.781371 -0.577255 1.561390 0.2757 0.0765 -0.1492
C -3.835391 -0.381426 2.921063 0.4119 0.1668 -0.0322
C -2.718654 0.167476 3.564717 -0.0244 0.0042 -0.2426
C -1.597771 0.454634 2.819203 -0.1857 0.0275 0.7861
N -1.508057 0.227803 1.503945 0.0240 -0.2087 -0.4255
C 0.363962 0.471990 -2.678698 -0.0202 0.0598 -0.3386
C 0.907093 0.575622 -3.972078 -0.0071 -0.0452 0.2599
C 2.169072 1.084760 -4.147857 -0.0613 0.0085 0.2484
C 2.890678 1.516791 -3.025120 -0.1439 -0.0681 0.1948
C 2.324901 1.368778 -1.780130 0.8249 0.3354 -0.3187
N 1.113248 0.841976 -1.585497 -0.3323 -0.0996 0.2246
H -1.831551 -0.117157 -4.385584 0.0521 0.0377 -0.1965
H -4.541465 -0.804359 -1.150019 -0.1694 -0.0326 0.0660
H -4.632958 -0.979004 1.037763 -0.0636 -0.0256 -0.0898
H -4.723200 -0.623105 3.482202 -0.1170 -0.0568 0.0317
H -2.736494 0.374669 4.621487 0.0653 0.0396 0.1053
H -0.737490 0.905561 3.297117 -0.0546 -0.0935 -0.0610
H 0.325808 0.248606 -4.818034 -0.0754 -0.0202 -0.0862
H 2.599461 1.162811 -5.133570 0.0070 0.0126 -0.1093
H 3.867503 1.958243 -3.128878 0.1027 0.0354 0.0456
H 2.849977 1.698292 -0.892817 -0.0228 -0.0627 -0.0677
C 3.538598 1.119623 1.588501 -0.3115 0.0572 -0.1059
P 1.757152 0.966445 1.967494 0.5506 -0.4863 0.4711
C 1.593905 2.280252 3.231329 -0.2521 0.0073 -0.2592
C 1.722236 -0.617690 2.924991 -0.0605 0.1891 0.0596
C 1.956157 -1.834086 2.029168 -0.0913 0.0995 -0.1336
P 1.167666 -1.647413 0.358428 0.7573 -1.0647 0.4490
C 2.528630 -2.050935 -0.792936 -0.1716 0.2616 -0.0373
C 0.109572 -3.120085 0.158303 -0.0910 0.3098 -0.0038
H 4.089967 1.058864 2.527157 0.0297 0.0009 -0.0040
H 3.725014 2.096217 1.142730 0.0953 -0.0028 -0.0377
H 3.886852 0.339827 0.915041 0.0256 -0.0270 -0.0458
H 1.938283 1.913569 4.198646 0.0059 -0.0522 -0.0378
H 0.572739 2.644161 3.322282 -0.0151 0.0065 0.0479
H 2.222705 3.122585 2.943235 -0.0327 0.0116 -0.0356
H 0.745379 -0.705191 3.407460 0.0816 0.0820 0.0102
H 2.476520 -0.574926 3.717459 -0.1039 0.0393 -0.0458
H 1.543119 -2.728010 2.504595 0.1377 0.0270 -0.0799
H 3.026605 -1.994137 1.881783 -0.0727 -0.0697 -0.0431
H 2.992000 -2.987821 -0.480158 -0.0448 0.0144 0.0529
H 3.283410 -1.267676 -0.809353 0.0339 0.0444 0.0094
H 2.143085 -2.179471 -1.803592 -0.0485 0.0487 -0.0394
H 0.730977 -4.006645 0.297378 -0.0536 0.0111 0.0069
H -0.303320 -3.124455 -0.851450 -0.0205 -0.0227 0.0298
H -0.708256 -3.128841 0.877683 -0.0071 0.0138 0.0154
C -0.235223 2.664266 0.286001 0.4379 0.1589 0.1963
H 0.663276 3.278929 0.346023 -0.0421 -0.0232 -0.0646
H -0.896481 2.936169 1.111394 0.0386 -0.2069 -0.0061
H -0.737447 2.869418 -0.668110 0.0684 -0.2370 0.0773
```
Forces are in eV/Å.

For the total energy, the calculation gives -1985.6101 hartree. The value obtained for the lowest unoccupied orbital energy (alpha / beta) is -6.46 / -8.42 eV. The net charge is +2. The spin multiplicity is 5. The orbital gap (alpha / beta) is 4.8 / 6.3 eV.